ORCA calculation (ωB97M-V/def2-TZVPD) on a molecular structure, C3H9ClGa.

Element x y z (Å)
Ga  -1.88280  0.63106  0.03312
Cl  -0.28740  -1.64731  1.68571
C  -0.49695  -0.91191  0.01220
C  1.62369  0.54540  0.19701
C  0.89177  -0.59474  -0.51649
H  -1.10877  2.04876  0.07123
H  1.51565  -1.49647  -0.47457
H  -2.82995  0.45662  1.31572
H  -0.88155  -1.75250  -0.56523
H  2.69514  0.34868  0.25838
H  -2.72956  0.55696  -1.34464
H  1.24966  0.66575  1.21330
H  1.47805  1.49782  -0.30993
H  0.76302  -0.34813  -1.57581

The HOMO energy is -4.60 eV. The largest force on an atom is 0.13 eV/A. As for the net charge: -1. For the energy above the lowest of the compared OMol25 structures with the same formula, charge and spin, the calculation gives 0.0 kcal/mol.

***

ORCA calculation (ωB97M-V/def2-TZVPD) on C3H9ClOSi in the gas phase.

Element x y z (Å)
Cl  -3.18379  1.31649  -0.09094
Si  -0.12567  0.02363  0.52175
O  0.68154  -1.12300  -0.25314
C  -2.23421  -0.30080  0.03178
C  1.96701  -1.55743  -0.70293
C  0.17819  1.78244  0.25601
H  2.02881  -2.02997  -1.76651
H  1.11169  2.27272  0.68289
H  0.36293  2.26699  -0.77141
H  -2.32702  -0.82347  -0.88750
H  -0.62151  2.41229  0.82716
H  2.39189  -2.35735  -0.03044
H  -2.76706  -0.85643  0.82729
H  -0.08782  -0.26300  2.03727
H  2.62502  -0.76311  -0.68127

The HOMO energy is -9.45 eV. The largest force on an atom is 4.51 eV/A. Its SMILES is CO[Si@@H](C)CCl. For the energy above the lowest of the compared OMol25 structures with the same formula, charge and spin, the calculation gives 85.3 kcal/mol.

***

ORCA calculation (ωB97M-V/def2-TZVPD) on a molecular structure, C3H9F6K2N3O16PS6.

Element x y z (Å)
K  -0.47459  -2.98676  -1.47927
K  -1.18443  -0.45195  -0.11896
S  -3.09030  -3.62863  0.97594
S  -3.53993  2.94012  0.40755
S  -2.02789  3.45991  -1.20188
S  -1.27908  -0.47784  -4.15431
S  0.68437  0.30191  -3.40217
S  -1.54852  -2.51541  2.36860
P  2.50612  0.62857  1.46959
F  0.05026  -2.45931  2.26644
F  -3.19617  -3.90351  -0.61033
F  -5.05075  2.47153  0.26892
F  -1.88362  3.80663  -2.72504
F  -2.30724  -1.64034  -3.64190
F  1.54219  0.04979  -2.11801
O  -2.15852  0.67446  -4.40336
O  -4.22705  -2.74327  1.26970
O  -2.94441  1.68239  0.80864
O  -3.70074  3.96539  1.44637
O  -3.20614  -5.02842  1.50157
O  3.83585  -0.06339  0.76476
O  -1.22606  2.23753  -1.19307
O  2.51025  2.23562  1.11336
O  0.58208  1.73042  -3.38981
O  -1.90441  -1.16520  2.80599
O  -0.84405  -1.22253  -5.29339
O  1.22752  0.03089  1.00424
O  1.52622  -0.35421  -4.42875
O  -1.63679  -3.63979  3.28085
O  2.72965  0.59079  3.04776
O  -1.34333  4.63201  -0.69950
N  -3.51125  3.45017  -1.15132
N  -0.64705  -0.62522  -2.78963
N  -1.75161  -3.02399  0.75223
C  2.29834  -0.56063  3.73019
C  4.10017  -1.46797  0.80839
C  2.87855  2.65662  -0.24212
H  2.83721  -0.52777  4.67710
H  2.11429  3.34025  -0.61180
H  1.29074  -0.39970  4.11353
H  4.80460  -1.68075  1.61252
H  2.97805  1.88394  -1.00447
H  4.67011  -1.75206  -0.07623
H  2.49259  -1.55270  3.32255
H  3.15049  -1.96775  0.99926
H  3.87408  3.07012  -0.08074

The HOMO energy is -7.30 eV. The largest force on an atom is 11.71 eV/A. As for the net charge: -1. For the energy above the lowest of the compared OMol25 structures with the same formula, charge and spin, the calculation gives 94.5 kcal/mol.

***

ORCA calculation (ωB97M-V/def2-TZVPD) on a molecular structure, C3H9FeO3.

Element x y z (Å)
Fe  1.57650  0.04600  -0.55479
O  -0.07436  -0.85383  -0.00570
O  0.43544  1.66391  -0.55086
O  3.16351  0.88642  -0.10512
C  -1.22219  -0.00699  -0.09173
C  -0.80145  1.42559  0.12175
C  -0.36581  -2.24965  0.03567
H  0.49487  -2.77847  -0.38546
H  0.97894  2.51357  -0.28454
H  -1.56693  2.09230  -0.29500
H  -1.68565  -0.14665  -1.07964
H  -0.67242  1.63043  1.19365
H  -0.51788  -2.55496  1.07894
H  -1.26954  -2.45882  -0.55259
H  3.46069  1.08911  0.78170
H  -1.93375  -0.29796  0.69372

The HOMO energy (spin up / spin down) is -20.65 / -20.58 eV. As for the spin multiplicity: 6. The largest force on an atom is 3.23 eV/A. As for the net charge: +2. Its expectation value of S² is 8.766.

***

ORCA calculation (ωB97M-V/def2-TZVPD) on a molecular structure, C3H9Li4O4.

Element x y z (Å)
O  2.23972  0.12704  -0.48496
O  -1.19598  0.39595  -0.13813
O  0.93157  -0.32616  -3.11630
O  0.59081  -2.42297  -1.00094
C  -1.34957  0.81675  0.99235
C  -2.09559  -0.03959  1.98185
C  -0.69999  2.10238  1.42481
Li  1.34727  -2.28227  -2.77590
Li  2.71683  -0.12023  -2.42637
Li  2.42334  -1.85444  -0.28989
Li  0.26425  -0.35341  -1.17164
H  0.34377  2.18403  1.13801
H  0.16389  -3.25687  -0.84026
H  -1.28351  2.94130  1.03917
H  0.40889  0.13634  -3.75613
H  -2.92047  0.51332  2.43993
H  -1.42987  -0.36716  2.78266
H  -0.75087  2.22470  2.51020
H  2.81726  0.50887  0.16871
H  -2.52176  -0.92755  1.52284

The HOMO energy is -13.02 eV. The largest force on an atom is 2.49 eV/A. As for the net charge: +1. For the energy above the lowest of the compared OMol25 structures with the same formula, charge and spin, the calculation gives 0.0 kcal/mol.

***

ORCA calculation (ωB97M-V/def2-TZVPD) on 2 unconnected molecules or ions with the total composition C3H9N.

Element x y z (Å)
N  -3.56064  -1.74679  -1.86919
C  1.26254  0.91372  0.39774
C  -2.95395  -0.99875  -1.05690
C  2.48255  0.50202  1.23399
H  2.93016  1.29146  1.88883
H  -2.82019  -1.27670  0.04496
H  3.50058  0.16379  0.85786
H  -2.64852  0.00429  -1.32282
H  1.47450  1.82757  -0.18455
H  0.89517  0.07563  -0.29892
H  -3.34339  -1.52271  -2.84717
H  2.33504  -0.34775  2.00813
H  0.44615  1.11419  1.14806

The HOMO energy is -9.87 eV. The largest force on an atom is 3.68 eV/A. Its SMILES is C=N.CC. For the energy above the lowest of the compared OMol25 structures with the same formula, charge and spin, the calculation gives 42.7 kcal/mol.

***

ORCA calculation (ωB97M-V/def2-TZVPD) on 2 unconnected molecules or ions with the total composition C3H9N.

Element x y z (Å)
N  -0.93366  -1.16965  -0.03215
C  -1.82124  -1.68441  0.99878
C  1.55320  2.12150  -1.32259
C  1.76197  1.41026  -0.22705
H  1.59279  1.82095  0.76118
H  1.61463  1.68980  -2.31256
H  -1.35914  -2.36380  1.71096
H  1.18704  3.13717  -1.22449
H  -0.42923  -1.89292  -0.51932
H  -2.68560  -2.17622  0.54091
H  2.12536  0.38487  -0.21601
H  -0.34178  -0.42523  0.30227
H  -2.26434  -0.85234  1.54006

The HOMO energy is -8.99 eV. The largest force on an atom is 0.56 eV/A. Its SMILES is C=C.CN. For the energy above the lowest of the compared OMol25 structures with the same formula, charge and spin, the calculation gives 31.0 kcal/mol.

***

ORCA calculation (ωB97M-V/def2-TZVPD) on 2 unconnected molecules or ions with the total composition C3H9N.

Element x y z (Å)
N  0.30544  -3.47819  -0.81925
C  -1.19230  1.92780  0.71103
C  -0.18892  1.05672  0.12963
C  1.17925  1.08546  0.07410
H  1.59112  0.34125  -0.48209
H  -1.48394  2.75793  0.05547
H  -1.03445  2.47116  1.68410
H  -0.74295  0.34405  -0.57670
H  1.10160  -3.01985  -1.26954
H  -0.35545  -2.71723  -0.63264
H  -2.13770  1.39701  0.82925
H  1.59546  1.96054  0.42610
H  0.54004  -3.60740  0.21218

The HOMO energy is -9.49 eV. The largest force on an atom is 5.62 eV/A. Its SMILES is C=CC.N. For the energy above the lowest of the compared OMol25 structures with the same formula, charge and spin, the calculation gives 37.8 kcal/mol.

***

ORCA calculation (ωB97M-V/def2-TZVPD) on 2 unconnected molecules or ions with the total composition C3H9N.

Element x y z (Å)
N  -0.69698  0.30277  1.32219
C  -2.67440  1.54299  0.82791
C  -1.46446  1.02410  0.39828
C  2.68833  -1.38166  -1.36603
H  2.74545  -2.11534  -0.52166
H  2.34206  -2.12923  -2.16684
H  3.68846  -0.96799  -1.73109
H  -3.01136  1.23935  1.83724
H  -3.29219  2.08117  0.11370
H  1.85209  -0.56285  -1.41999
H  -1.05275  0.23018  2.20680
H  -1.19856  0.97375  -0.70232
H  0.07430  -0.23725  1.20183

The HOMO energy is -7.94 eV. The largest force on an atom is 3.31 eV/A. Its SMILES is C=CN.C. For the energy above the lowest of the compared OMol25 structures with the same formula, charge and spin, the calculation gives 40.5 kcal/mol.

***

ORCA calculation (ωB97M-V/def2-TZVPD) on a molecular structure, C3H9N.

Element x y z (Å)
N  -1.81004  -0.12422  0.44383
C  0.84038  0.38065  -1.42230
C  0.86672  -0.49184  -0.29958
C  0.72816  -0.01393  1.01541
H  0.86530  1.42744  -1.14481
H  -0.63799  -0.20480  1.06946
H  -2.07330  0.79677  0.68394
H  1.39748  -0.48024  1.73009
H  0.89773  -0.10828  -2.38263
H  1.00028  -1.55298  -0.46255
H  -2.64133  -0.67497  0.68194
H  -0.27099  -0.02103  -0.96965
H  0.83760  1.06744  1.05686

The HOMO energy is -7.36 eV. The largest force on an atom is 3.05 eV/A. For the energy above the lowest of the compared OMol25 structures with the same formula, charge and spin, the calculation gives 110.7 kcal/mol.